No. 1
C27H37As2AuO3S5Si2 | ωB97M-V with the def2-TZVPD basis set

```
77
C27H37As2AuO3S5Si2 | the OMol25 dataset | ωB97M-V with the def2-TZVPD basis set
Au -0.37 0.38 0.12
S 2.08 -2.43 3.28
As 1.51 -0.54 2.49
S 2.06 -0.10 0.46
S -0.64 -0.20 2.52
S 2.60 0.66 3.91
O -1.74 3.48 -1.57
C -0.61 3.44 -1.08
O 0.19 2.47 -0.94
C -0.05 4.77 -0.53
C -0.55 5.98 -0.99
C -0.07 7.18 -0.47
C 0.89 7.17 0.54
C 1.38 5.95 1.01
C 0.92 4.76 0.47
H -1.31 5.96 -1.76
H -0.45 8.13 -0.84
H 1.25 8.10 0.96
H 2.13 5.94 1.79
H 1.29 3.80 0.80
C -3.60 -2.56 -2.29
Si -4.23 -1.36 -0.96
C -5.82 -0.70 -1.74
C -4.86 -2.43 0.48
As -2.74 0.42 -0.88
Si -3.95 1.80 0.55
C -5.04 2.97 -0.43
C -2.87 2.86 1.65
C -5.12 0.88 1.71
H -4.15 -3.51 -2.28
H -2.54 -2.77 -2.19
H -3.74 -2.09 -3.27
H -6.43 -1.53 -2.14
H -5.58 -0.02 -2.56
H -6.43 -0.15 -1.02
H -4.97 -3.47 0.17
H -5.83 -2.06 0.82
H -4.19 -2.41 1.35
H -4.41 3.50 -1.16
H -5.52 3.71 0.22
H -5.81 2.43 -0.98
H -2.32 3.58 1.04
H -2.15 2.25 2.19
H -3.48 3.41 2.38
H -5.94 0.40 1.16
H -5.57 1.57 2.44
H -4.59 0.09 2.26
O -0.21 -2.45 -0.24
S -0.46 -3.77 -0.88
C 0.91 -4.85 -0.37
C 2.19 -4.25 -0.89
C 2.46 -4.25 -2.26
C 3.61 -3.65 -2.75
C 4.50 -3.03 -1.87
C 4.22 -3.02 -0.51
C 3.08 -3.64 -0.02
C -1.80 -4.54 0.07
C -1.47 -4.96 1.46
C -1.17 -4.00 2.43
C -0.84 -4.38 3.72
C -0.82 -5.73 4.07
C -1.12 -6.70 3.11
C -1.43 -6.31 1.82
H 0.69 -5.82 -0.82
H 0.90 -4.92 0.72
H 1.76 -4.71 -2.95
H 3.81 -3.65 -3.81
H 5.38 -2.54 -2.25
H 4.88 -2.51 0.18
H 2.86 -3.60 1.04
H -2.17 -5.37 -0.54
H -2.55 -3.75 0.06
H -1.18 -2.94 2.16
H -0.57 -3.62 4.44
H -0.57 -6.03 5.08
H -1.10 -7.75 3.38
H -1.66 -7.06 1.07
```

Summary:
net charge: -2
max |F|: 0.014 Eh/bohr
highest occupied orbital energy (spin up / spin down): -1.4 / -1.9 eV
molar mass: 972.9 g mol⁻¹
LUMO level (spin up / spin down): 3.88 / 2.95 eV
spin multiplicity: 3

***

No. 2
C27H37Cl2F15INO13 | ωB97M-V with the def2-TZVPD basis set

```
96
C27H37Cl2F15INO13 | the OMol25 dataset | ωB97M-V with the def2-TZVPD basis set
C -2.65 -3.56 -5.58
C -1.21 -3.68 -6.33
Cl -1.59 -3.93 -8.12
C -0.47 -4.99 -5.78
Cl -0.84 -5.25 -3.96
N 0.97 -5.09 -6.10
O 1.54 -6.24 -5.67
C 1.73 -3.88 -5.74
O 1.82 -2.99 -6.62
O 2.36 -3.82 -4.48
C 2.43 -2.47 -3.96
C 1.08 -2.01 -3.17
C 0.52 -0.67 -3.85
I -1.12 0.06 -2.61
H -3.33 -2.85 -6.17
H -2.53 -3.09 -4.54
H -3.12 -4.60 -5.55
H -0.68 -2.70 -6.12
H -0.98 -5.89 -6.30
H 1.67 -6.26 -4.70
H 2.77 -1.68 -4.70
H 3.25 -2.49 -3.14
H 1.26 -1.94 -2.05
H 0.32 -2.84 -3.34
H 1.32 0.11 -4.03
H 0.06 -0.97 -4.86
C 0.04 -3.70 3.37
C -0.17 -2.24 3.68
O 0.67 -1.42 2.84
C 0.19 -1.16 1.61
O -0.86 -1.56 1.19
C 1.15 -0.24 0.85
F 2.45 -0.61 1.00
F 1.07 1.04 1.28
F 0.92 -0.22 -0.47
H 1.10 -3.96 3.46
H -0.53 -4.33 4.06
H -0.26 -3.94 2.35
H 0.11 -2.03 4.71
H -1.22 -1.96 3.57
C 4.66 3.60 -5.59
C 3.77 4.24 -4.55
O 2.69 4.96 -5.18
C 1.62 4.22 -5.53
O 1.53 3.03 -5.35
C 0.54 5.10 -6.14
F 1.03 6.00 -7.01
F -0.12 5.81 -5.19
F -0.40 4.40 -6.80
H 5.01 4.34 -6.31
H 5.52 3.12 -5.12
H 4.12 2.84 -6.16
H 4.34 4.98 -3.98
H 3.39 3.51 -3.84
C -1.70 1.78 9.73
C -2.67 0.78 9.13
O -2.18 0.27 7.88
C -1.30 -0.74 7.97
O -0.92 -1.23 9.00
C -0.90 -1.21 6.57
F -0.64 -0.19 5.73
F -1.87 -1.95 5.99
F 0.22 -1.99 6.57
H -1.48 2.57 9.01
H -2.11 2.23 10.64
H -0.75 1.30 9.97
H -3.62 1.28 8.92
H -2.89 -0.03 9.83
C 1.60 4.36 1.57
C 2.84 3.68 2.12
O 4.02 4.21 1.50
C 4.50 5.35 2.02
O 4.01 5.94 2.95
C 5.78 5.77 1.29
F 5.68 5.65 -0.05
F 6.84 5.02 1.67
F 6.12 7.05 1.53
H 1.57 4.27 0.48
H 0.70 3.90 1.98
H 1.59 5.42 1.81
H 2.81 2.61 1.89
H 2.90 3.77 3.21
C -5.30 -2.16 0.18
C -4.37 -1.41 1.11
O -5.12 -0.74 2.14
C -5.46 -1.50 3.20
O -5.18 -2.66 3.33
C -6.21 -0.65 4.23
F -7.13 0.15 3.67
F -5.37 0.15 4.92
F -6.86 -1.40 5.14
H -6.07 -1.49 -0.23
H -4.75 -2.60 -0.65
H -5.83 -2.96 0.70
H -3.84 -0.64 0.55
H -3.62 -2.07 1.54
```

Summary:
SMILES: C[C@H](Cl)[C@H](Cl)N(O)C(=O)OCCCI.CCOC(=O)C(F)(F)F.CCOC(=O)C(F)(F)F.CCOC(=O)C(F)(F)F.CCOC(=O)C(F)(F)F.CCOC(=O)C(F)(F)F
max |F|: 0.098 Eh/bohr
highest occupied orbital energy: -9.4 eV
molar mass: 1066.4 g mol⁻¹
LUMO level: 0.18 eV
spin multiplicity: 1

***

No. 3
C27H37ClIN12O5P2S | ωB97M-V with the def2-TZVPD basis set

```
86
C27H37ClIN12O5P2S | the OMol25 dataset | ωB97M-V with the def2-TZVPD basis set
C 0.85 -0.96 2.91
N -0.19 -0.22 2.14
C 0.06 1.24 2.29
C -0.01 -0.61 0.78
O 1.05 -0.60 0.21
C -1.24 -1.13 0.08
C -2.24 -0.07 -0.28
N -3.44 -0.24 0.20
N -4.40 0.66 -0.10
P -6.00 0.30 0.57
P -5.77 0.90 2.67
O -4.59 1.70 2.90
O -5.87 -0.42 3.53
O -7.11 1.68 2.95
C -4.13 1.75 -0.82
I -5.67 3.14 -1.17
C -2.86 1.98 -1.36
C -2.49 3.18 -2.19
C -1.43 3.98 -1.49
O -1.01 3.77 -0.42
Cl -0.85 5.34 -2.43
C -1.90 1.02 -1.11
N -0.63 1.13 -1.67
C -0.51 0.70 -2.82
S -0.33 0.23 -4.26
H 0.58 -0.90 3.96
H 1.83 -0.53 2.77
H 0.89 -2.00 2.61
H 0.70 1.40 3.15
H 0.56 1.68 1.43
H -0.87 1.76 2.48
H -1.72 -1.82 0.76
H -0.94 -1.65 -0.83
H -5.97 -1.10 0.56
H -6.07 -1.22 3.02
H -7.85 1.39 2.40
H -2.05 2.81 -3.11
H -3.33 3.79 -2.48
C 3.27 1.23 -1.44
C 4.59 1.77 -1.17
N 5.63 2.20 -0.96
H 2.65 1.98 -1.93
H 3.34 0.36 -2.10
H 2.77 0.91 -0.53
C -3.25 -3.94 -0.74
C -4.26 -3.71 0.29
N -5.05 -3.53 1.10
H -2.28 -4.13 -0.29
H -3.52 -4.80 -1.35
H -3.16 -3.08 -1.39
C 2.70 -3.10 -2.47
C 1.30 -2.82 -2.68
N 0.18 -2.60 -2.85
H 3.16 -2.36 -1.82
H 2.84 -4.07 -2.01
H 3.26 -3.11 -3.41
C 2.95 -5.67 1.53
C 3.63 -5.57 0.24
N 4.16 -5.49 -0.77
H 2.90 -4.70 2.01
H 1.94 -6.04 1.41
H 3.48 -6.35 2.19
C -0.87 5.83 2.41
C -0.24 4.75 3.15
N 0.26 3.90 3.74
H -0.11 6.39 1.86
H -1.60 5.44 1.71
H -1.37 6.51 3.09
C 4.22 -0.46 -5.81
C 4.77 -1.65 -5.19
N 5.23 -2.58 -4.69
H 4.98 0.05 -6.40
H 3.39 -0.72 -6.47
H 3.85 0.24 -5.06
C 2.58 7.48 -2.79
C 2.14 7.33 -1.41
N 1.79 7.21 -0.33
H 2.31 8.46 -3.17
H 3.66 7.38 -2.85
H 2.13 6.72 -3.42
C 2.99 -6.48 5.87
C 2.06 -6.03 4.85
N 1.32 -5.68 4.04
H 3.34 -7.49 5.66
H 3.85 -5.82 5.92
H 2.51 -6.48 6.85
```

Summary:
net charge: +1
max |F|: 0.032 Eh/bohr
highest occupied orbital energy: -11.5 eV
molar mass: 866.0 g mol⁻¹
LUMO level: -4.63 eV
spin multiplicity: 1

***

Which formula does entry 1 have?
C27H37As2AuO3S5Si2